{"formula": "C35H29BrN4O3PPdS", "method": "ωB97M-V/def2-TZVPD", "symbols": ["Pd", "O", "S", "O", "O", "C", "C", "C", "C", "C", "C", "P", "C", "C", "C", "C", "C", "C", "C", "C", "C", "C", "C", "C", "H", "H", "H", "H", "H", "H", "H", "H", "H", "H", "H", "H", "H", "H", "Br", "C", "C", "C", "C", "C", "C", "N", "C", "C", "C", "C", "C", "C", "N", "H", "H", "H", "H", "H", "H", "H", "H", "H", "N", "C", "C", "C", "C", "C", "N", "H", "H", "H", "H", "H", "H"], "xyz": [[0.2923, 0.1932, -0.1248], [2.2650, -0.3065, -2.0307], [3.1477, -0.0181, -0.9097], [4.2914, 0.7988, -1.1662], [2.3204, 0.4763, 0.2636], [3.6160, -1.6044, -0.3202], [4.9303, -1.9621, -0.1110], [5.2094, -3.2355, 0.3688], [4.1781, -4.1118, 0.6617], [2.8529, -3.7319, 0.4819], [2.5562, -2.4776, -0.0381], [0.8144, -1.9952, -0.3217], [-0.0476, -2.9043, 0.9978], [-0.6990, -4.1175, 0.7889], [-1.3289, -4.7601, 1.8476], [-1.3096, -4.1960, 3.1145], [-0.6586, -2.9867, 3.3288], [-0.0342, -2.3405, 2.2748], [0.2972, -2.7000, -1.9018], [-0.4509, -1.9452, -2.8028], [-0.8385, -2.4958, -4.0142], [-0.4671, -3.7923, -4.3407], [0.3047, -4.5369, -3.4603], [0.6930, -3.9920, -2.2466], [5.7162, -1.2496, -0.3244], [6.2361, -3.5394, 0.5241], [4.4011, -5.0995, 1.0436], [2.0601, -4.4119, 0.7654], [-0.7310, -4.5577, -0.1991], [-1.8372, -5.7005, 1.6792], [-1.8018, -4.6980, 3.9375], [-0.6393, -2.5500, 4.3186], [0.4688, -1.3953, 2.4401], [-0.6997, -0.9189, -2.5728], [-1.4142, -1.9044, -4.7141], [-0.7625, -4.2161, -5.2916], [0.6184, -5.5384, -3.7236], [1.3185, -4.5730, -1.5810], [4.7937, 6.8570, 0.5880], [3.3612, 5.6534, 0.5635], [2.0953, 6.1039, 0.1680], [1.0448, 5.2281, 0.1214], [1.2207, 3.8469, 0.4683], [2.5134, 3.4482, 0.9229], [3.5634, 4.3290, 0.9500], [0.2533, 2.9284, 0.4203], [-1.0470, 3.3430, -0.0710], [-2.3113, 1.1049, -0.2630], [-3.5265, 1.4642, 0.5819], [-4.3830, 0.2510, 0.6438], [-3.9211, -0.9508, 0.2751], [-2.5078, -1.1497, -0.0306], [-1.6970, -0.1797, -0.2427], [1.9526, 7.1434, -0.0914], [0.0708, 5.6062, -0.1565], [2.6572, 2.4224, 1.2230], [4.5442, 3.9989, 1.2625], [-0.9805, 4.0935, -0.8631], [-3.3817, 1.9135, 1.5655], [-5.3898, 0.3486, 1.0377], [-4.5454, -1.8317, 0.3409], [-2.1126, -2.1579, -0.0369], [-1.2980, 4.2074, 2.2319], [-1.9029, 3.9524, 1.0325], [-3.1756, 4.4863, 0.7347], [-4.0598, 3.9086, -0.1274], [-3.9717, 2.4783, -0.5514], [-2.7913, 1.9577, -1.4138], [-1.5209, 2.1568, -0.7785], [-1.8333, 4.5714, 2.9994], [-0.3969, 3.8103, 2.4320], [-3.4764, 5.3882, 1.2659], [-4.9716, 4.4400, -0.3694], [-4.9135, 2.1616, -0.9972], [-2.8229, 1.7611, -2.4778]], "homo_energy_ev": [-8.9, -11.6], "gap_ev": [5.4568, 7.5105], "spin_multiplicity": 3, "total_energy_ev": -142505.4969, "fmax_ev_per_a": 0.9, "charge": 1, "relative_energy_ev": 1.915, "molar_mass_g_mol": 803.007}

---

{"formula": "C24H21BrO4S", "method": "ωB97M-V/def2-TZVPD", "symbols": ["C", "C", "C", "C", "O", "C", "C", "C", "C", "C", "C", "C", "C", "O", "C", "C", "C", "C", "C", "H", "H", "H", "H", "H", "H", "H", "H", "H", "H", "H", "H", "H", "H", "H", "Br", "C", "S", "C", "C", "C", "C", "C", "C", "O", "O", "H", "H", "H", "H", "H", "H"], "xyz": [[-1.8966, 6.9911, 0.3694], [-1.3825, 6.0890, -0.7703], [-1.8870, 4.7368, -0.4043], [-2.7099, 4.8853, 0.7568], [-2.8032, 6.1539, 1.2164], [-3.4053, 3.7849, 1.2961], [-3.1940, 2.5380, 0.7256], [-2.2924, 2.3411, -0.3590], [-1.9920, 1.0799, -0.9091], [-2.7140, -0.1593, -0.5797], [-3.0863, -1.0349, -1.6370], [-3.7897, -2.2094, -1.3464], [-3.9738, -2.5970, 0.0153], [-4.6612, -3.7656, 0.1938], [-4.9319, -4.3061, -1.1789], [-4.4460, -3.2584, -2.2004], [-3.6017, -1.7525, 1.0696], [-2.9786, -0.5623, 0.7616], [-1.6024, 3.4794, -0.8833], [-1.0730, 7.3404, 1.0239], [-2.4927, 7.8562, 0.0338], [-1.8318, 6.4074, -1.7238], [-0.2940, 6.1504, -0.8765], [-3.9904, 3.9307, 2.2035], [-3.7397, 1.6902, 1.1331], [-1.6881, 1.1332, -1.9602], [-2.8569, -0.7988, -2.6828], [-4.3844, -5.2584, -1.2586], [-6.0235, -4.4923, -1.2182], [-5.3170, -2.8359, -2.7346], [-3.7552, -3.6897, -2.9429], [-3.7363, -2.0819, 2.0949], [-2.6621, 0.0580, 1.5984], [-0.7983, 3.2945, -1.6478], [-0.2119, 0.8440, 1.2583], [-0.0471, 0.7464, -0.6104], [1.6679, 0.8914, -1.0437], [2.6556, 1.4779, 0.3342], [2.4333, 2.7164, 0.9598], [3.2576, 3.1112, 2.0386], [4.2251, 2.2267, 2.5482], [4.4061, 0.9892, 1.9236], [3.6425, 0.6147, 0.8038], [1.9793, -0.5228, -1.2565], [1.8542, 1.8730, -2.1034], [-0.3981, -0.3009, -1.0404], [1.5944, 3.3610, 0.6358], [3.1345, 4.0737, 2.5337], [4.8349, 2.4991, 3.4359], [5.1326, 0.2609, 2.3246], [3.7580, -0.3483, 0.3284]], "homo_energy_ev": -7.7, "gap_ev": 7.4144, "total_energy_ev": -114292.2186, "fmax_ev_per_a": 4.6, "charge": 0, "molar_mass_g_mol": 485.399}

---

{"formula": "C25H32ClIN9OPbS3", "method": "ωB97M-V/def2-TZVPD", "symbols": ["Pb", "N", "C", "C", "N", "H", "H", "H", "H", "H", "H", "H", "H", "Cl", "C", "C", "C", "I", "C", "O", "C", "N", "C", "C", "C", "C", "H", "H", "H", "H", "N", "C", "N", "C", "N", "N", "C", "N", "C", "C", "C", "C", "C", "N", "H", "H", "H", "H", "H", "H", "H", "H", "C", "C", "S", "C", "C", "S", "C", "C", "S", "H", "H", "H", "H", "H", "H", "H", "H", "H", "H", "H", "H"], "xyz": [[0.9673, -0.2239, -0.1426], [2.8221, 1.5174, -0.5696], [4.1560, 1.0206, -0.1656], [4.4319, -0.3232, -0.8123], [3.4308, -1.3183, -0.3756], [2.8420, 1.7720, -1.5536], [2.5884, 2.3653, -0.0614], [4.1655, 0.9231, 0.9225], [4.9432, 1.7241, -0.4412], [5.4503, -0.6369, -0.5772], [4.3671, -0.2245, -1.8976], [3.6613, -1.6252, 0.5659], [3.4766, -2.1525, -0.9536], [0.5792, 3.2600, 7.3416], [0.5833, 2.8535, 5.7327], [0.2482, 3.8774, 4.8146], [0.2393, 3.6294, 3.4756], [-0.3198, 5.0246, 2.1350], [0.6588, 2.2622, 2.9442], [0.7668, 2.0755, 1.7632], [0.9162, 1.1878, 3.9641], [1.1628, -0.0170, 3.4883], [1.3989, -0.9908, 4.3787], [1.4115, -0.7931, 5.7526], [1.1529, 0.4733, 6.2442], [0.8923, 1.4987, 5.3320], [-0.0128, 4.8504, 5.2088], [1.5865, -1.9755, 3.9691], [1.6197, -1.6167, 6.4207], [1.1490, 0.6597, 7.3095], [-2.2138, 1.3099, 1.1169], [-1.9599, 1.8644, -0.0876], [-2.6623, 2.9378, -0.4154], [-2.4446, 3.4074, -1.6490], [-3.1291, 4.4707, -2.0488], [-1.5800, 2.8592, -2.5418], [-0.9026, 1.8399, -2.0862], [-1.0044, 1.2932, -0.8652], [0.0645, 1.2046, -3.0356], [0.0696, 1.5737, -4.3714], [0.9563, 0.9534, -5.2379], [1.8118, -0.0185, -4.7420], [1.7450, -0.3289, -3.3962], [0.8933, 0.2671, -2.5548], [-3.0440, 1.6498, 1.5770], [-1.9958, 0.3332, 1.2462], [-3.8033, 4.8961, -1.4353], [-2.9938, 4.8345, -2.9768], [-0.6216, 2.3316, -4.7078], [0.9736, 1.2202, -6.2861], [2.5152, -0.5332, -5.3812], [2.3750, -1.1028, -2.9755], [-4.1270, -3.1207, -1.1758], [-3.7445, -3.0292, 0.3011], [-2.2365, -2.1010, 0.7271], [-0.9275, -3.3293, 0.9092], [-0.3726, -3.9410, -0.3635], [0.1808, -2.7728, -1.6374], [-1.2981, -2.2277, -2.5555], [-2.1394, -3.2991, -3.2257], [-3.1910, -4.3234, -2.1606], [-4.1074, -2.1419, -1.6564], [-5.1588, -3.4734, -1.2184], [-3.6646, -4.0222, 0.7438], [-4.5328, -2.4988, 0.8377], [-1.2582, -4.1247, 1.5800], [-0.1453, -2.7728, 1.4356], [-1.0979, -4.5991, -0.8343], [0.5089, -4.5398, -0.1252], [-0.8776, -1.5763, -3.3247], [-1.9067, -1.6190, -1.8892], [-1.5186, -4.0221, -3.7572], [-2.7698, -2.8066, -3.9687]], "homo_energy_ev": -14.7, "gap_ev": 3.4577, "total_energy_ev": -100257.9569, "fmax_ev_per_a": 0.4, "charge": 3, "relative_energy_ev": 0.000, "molar_mass_g_mol": 940.351}

---

{"formula": "C19H24N2OS", "method": "ωB97M-V/def2-TZVPD", "symbols": ["C", "O", "C", "C", "C", "C", "C", "N", "C", "S", "N", "C", "C", "C", "C", "C", "C", "C", "C", "C", "C", "C", "C", "H", "H", "H", "H", "H", "H", "H", "H", "H", "H", "H", "H", "H", "H", "H", "H", "H", "H", "H", "H", "H", "H", "H", "H"], "xyz": [[2.8870, 4.4997, 0.7898], [3.6210, 3.7212, -0.1233], [3.5546, 2.3645, -0.0241], [4.3237, 1.6496, -0.9433], [4.3217, 0.2709, -0.9344], [3.5632, -0.4316, -0.0057], [3.5111, -1.9371, -0.0049], [2.1721, -2.4000, -0.3045], [1.3192, -2.8573, 0.6339], [1.8248, -3.3624, 2.1302], [0.0091, -2.9847, 0.3216], [-0.7582, -2.3262, -0.7182], [-1.3802, -3.3775, -1.6367], [-1.8093, -1.4223, -0.0579], [-2.4798, -0.4536, -1.0384], [-3.4154, 0.4576, -0.2946], [-4.7574, 0.1319, -0.1512], [-5.6093, 0.9512, 0.5681], [-5.1272, 2.1073, 1.1572], [-3.7900, 2.4396, 1.0221], [-2.9409, 1.6188, 0.3019], [2.8017, 0.2839, 0.9075], [2.7895, 1.6673, 0.9053], [3.1984, 4.3102, 1.8220], [1.8104, 4.3222, 0.6964], [3.1028, 5.5358, 0.5338], [4.9142, 2.2025, -1.6565], [4.9230, -0.2673, -1.6531], [3.7665, -2.3355, 0.9815], [4.2019, -2.3476, -0.7469], [1.7904, -2.0766, -1.1811], [-0.5379, -3.4074, 1.0586], [-0.0847, -1.6914, -1.3045], [-2.0930, -3.9838, -1.0831], [-1.8927, -2.9063, -2.4703], [-0.6063, -4.0317, -2.0310], [-2.5727, -2.0413, 0.4187], [-1.3175, -0.8396, 0.7253], [-3.0342, -1.0141, -1.7921], [-1.7109, 0.1364, -1.5429], [-5.1389, -0.7693, -0.6105], [-6.6517, 0.6868, 0.6692], [-5.7911, 2.7476, 1.7187], [-3.4084, 3.3411, 1.4790], [-1.8976, 1.8823, 0.1969], [2.2120, -0.2506, 1.6383], [2.1869, 2.1868, 1.6336]], "homo_energy_ev": -7.9, "gap_ev": 8.4386, "total_energy_ev": -35955.9125, "fmax_ev_per_a": 0.9, "charge": 0, "relative_energy_ev": 0.575, "molar_mass_g_mol": 328.481}

---

{"formula": "C2H3BrFNO3", "method": "ωB97M-V/def2-TZVPD", "symbols": ["O", "N", "O", "C", "F", "Br", "H", "C", "O", "H", "H"], "xyz": [[1.5920, -0.6201, 1.3808], [1.1932, -0.0575, 0.3850], [1.4414, -0.6346, -0.9101], [0.4598, 1.0532, 0.3629], [0.1495, 1.5781, 1.4895], [-0.0045, 2.0135, -1.0595], [0.6835, -0.8556, -1.3589], [-1.3634, -0.5979, -0.0808], [-1.1051, -1.0425, -1.1265], [-1.8669, 0.3895, 0.1237], [-1.1797, -1.2261, 0.7939]], "homo_energy_ev": [-9.2, -9.2], "gap_ev": [9.4168, 9.4172], "total_energy_ev": -82509.3206, "fmax_ev_per_a": 5.8, "charge": 0, "relative_energy_ev": 1.141, "molar_mass_g_mol": 187.952}

---

{"formula": "C10H6F5N2O3PtSe", "method": "ωB97M-V/def2-TZVPD", "symbols": ["Pt", "N", "C", "C", "O", "N", "C", "C", "O", "O", "H", "H", "H", "H", "H", "H", "F", "C", "C", "F", "C", "F", "C", "Se", "C", "F", "C", "F"], "xyz": [[-0.8831, -0.8624, -0.1273], [-1.1236, -2.2264, 1.3935], [-2.5122, -2.7326, 1.1776], [-3.4410, -1.5335, 0.8799], [-4.6610, -1.6471, 0.9781], [-2.7151, -0.4739, 0.5299], [-3.2454, 0.7731, 0.0219], [-2.4174, 1.2440, -1.1876], [-2.8216, 2.1273, -1.9147], [-1.2262, 0.6912, -1.3395], [-0.4519, -2.9645, 1.5706], [-1.1419, -1.6000, 2.1923], [-2.9034, -3.2884, 2.0317], [-2.4997, -3.3906, 0.3104], [-3.1312, 1.5630, 0.7717], [-4.2994, 0.7021, -0.2403], [5.0329, 3.2611, -0.2021], [4.1825, 2.2421, -0.3906], [4.1901, 1.5332, -1.5754], [5.0510, 1.8738, -2.5458], [3.3146, 0.4768, -1.7487], [3.3816, -0.1713, -2.9193], [2.4024, 0.0838, -0.7755], [1.2900, -1.4463, -1.0832], [2.4248, 0.8202, 0.4014], [1.6168, 0.5185, 1.4255], [3.2932, 1.8794, 0.6010], [3.2941, 2.5474, 1.7644]], "homo_energy_ev": -4.5, "gap_ev": 6.8885, "total_energy_ev": -101773.4531, "fmax_ev_per_a": 0.6, "charge": -1, "relative_energy_ev": 0.000, "molar_mass_g_mol": 571.197}